Entry from the Open Molecules 2025 dataset: an isolated ion of composition C5H12ClN5 and charge +2 (ωB97M-V/def2-TZVPD).

The molar mass is 177.639 g/mol. The net charge is +2. Its LUMO energy is -0.3092 Ha. Its orbital gap is 9.7 eV. For the relative energy (zero: lowest compared OMol25 entry of this formula, charge and spin), the calculation gives 26.1 kcal per mole.

Last column: Mulliken charge in e.
Cartesian coordinates (Å):
H  1.072  -2.277  -2.225  0.258
H  0.965  1.711  -2.496  0.288
N  1.248  -2.977  0.077  -0.337
C  -0.905  -0.034  0.321  0.434
H  1.048  -0.551  -3.466  0.403
N  0.083  -1.079  0.639  -0.216
C  0.745  -1.779  -0.313  0.716
N  -0.869  1.134  0.824  0.105
H  1.600  -3.560  -0.593  0.181
C  0.714  -0.265  -2.464  -0.160
N  0.674  0.871  -1.967  -0.356
C  -1.928  2.108  0.921  -0.847
H  -1.561  3.103  0.419  0.339
H  1.077  -3.303  1.032  0.216
Cl  -2.162  -0.545  -0.653  -0.012
N  0.795  -1.458  -1.637  -0.207
C  0.256  1.485  1.718  -0.847
H  1.044  2.096  1.218  0.336
H  0.870  0.595  2.107  0.303
H  -0.032  2.051  2.638  0.367
H  -2.816  1.903  0.295  0.375
H  -2.157  2.178  2.020  0.343
H  0.238  -1.406  1.587  0.318